77
Properties=species:S:1:pos:R:3 method="wB97M-V/def2-TZVPD" homo_ha="-0.2511 / -0.2538" relative_energy_kcal_mol=14.3 multiplicity=3
Pd -0.8779 -0.3874 -0.5478
Cl -4.7868 4.4374 -4.2486
C -4.1175 3.3941 -3.0202
C -4.4661 3.5808 -1.7146
C -3.9514 2.7508 -0.7068
I -4.4969 3.0942 1.2714
C -3.0818 1.6985 -0.9663
O -2.6327 0.9044 -0.0726
C -2.6914 1.5443 -2.3602
N -1.7895 0.5671 -2.6256
C -1.4006 0.3627 -3.8572
C -1.8766 1.1201 -4.9432
C -2.7730 2.1206 -4.7009
C -3.2092 2.3696 -3.3813
H -5.1502 4.3769 -1.4549
H -0.6840 -0.4370 -4.0160
H -1.5302 0.9069 -5.9437
H -3.1580 2.7298 -5.5072
C 6.0253 0.0839 0.0016
C 4.6407 -0.1484 -0.5368
C 4.4528 -0.5398 -1.8622
C 3.1781 -0.7775 -2.3754
C 2.9755 -1.1819 -3.8083
C 2.0956 -0.6193 -1.5404
C 2.2256 -0.2013 -0.1880
C 3.5454 0.0217 0.2878
N 1.0670 -0.0885 0.4938
C 0.8449 0.4854 1.8307
C -0.0941 -0.4929 2.5620
C -0.5844 0.1027 3.8800
C 0.6180 0.3691 4.7849
C 1.5560 1.3534 4.0878
C 0.8187 2.6701 3.8375
C -0.3790 2.4042 2.9268
C -1.3302 1.4086 3.5953
C 0.1022 1.8191 1.5970
C 2.0404 0.7783 2.7467
H 6.7799 -0.0908 -0.7623
H 6.2354 -0.5814 0.8392
H 6.1399 1.1077 0.3588
H 5.3168 -0.6693 -2.5034
H 3.8866 -1.5943 -4.2391
H 2.6808 -0.3209 -4.4114
H 2.1872 -1.9302 -3.8937
H 1.0886 -0.8097 -1.9070
H 3.7275 0.3020 1.3095
H 0.4406 -1.4327 2.7394
H -0.9478 -0.7205 1.9093
H -1.2607 -0.6126 4.3575
H 1.1429 -0.5673 4.9986
H 0.2911 0.7827 5.7426
H 2.4342 1.5342 4.7141
H 1.4928 3.3958 3.3720
H 0.4869 3.0990 4.7868
H -0.9124 3.3355 2.7181
H -2.1868 1.2246 2.9409
H -1.7136 1.8295 4.5286
H 0.7822 2.5128 1.0903
H -0.7674 1.6672 0.9490
H 2.6173 -0.1340 2.9256
H 2.6959 1.5202 2.2854
C 0.8180 -3.6898 0.5152
O 0.0518 -3.6862 -0.6885
P -1.1450 -2.6144 -0.8171
O -2.1605 -3.2612 0.2562
C -3.3338 -2.5082 0.5937
O -1.7239 -3.0280 -2.2466
C -2.0437 -4.3905 -2.5538
H 1.7246 -4.2548 0.3115
H 0.2542 -4.1687 1.3164
H 1.0766 -2.6702 0.8076
H -3.6714 -2.8725 1.5612
H -4.1082 -2.6792 -0.1553
H -3.1161 -1.4350 0.6466
H -1.1316 -4.9416 -2.7760
H -2.6913 -4.3669 -3.4267
H -2.5620 -4.8610 -1.7183

70
Properties=species:S:1:pos:R:3 method="wB97M-V/def2-TZVPD" homo_ha=-0.3609 multiplicity=1 smiles="CN(C)C(=O)CC1=CC(=O)OC1=O.O=C1C=CC(=O)C=C1.O=C1C=CC(=O)C=C1.O=C1C=CC(=O)C=C1.O=C1C=CC(=O)C=C1"
C 3.3616 -1.0801 0.1294
N 2.7055 0.2229 0.2660
C 2.3716 0.8098 -1.0373
C 1.6640 0.1721 1.1683
O 1.7054 -0.6037 2.0879
C 0.4091 1.0146 1.0067
C -0.6347 0.1659 0.3321
C -1.5574 0.6115 -0.5130
C -1.9702 -0.6310 -1.2011
O -2.0270 -0.5521 -2.3923
O -1.7094 -1.7909 -0.5520
C -0.8748 -1.3204 0.4903
O -0.7044 -1.9456 1.4661
H 2.6382 -1.8881 -0.0243
H 3.9361 -1.3499 0.9984
H 4.0402 -1.1080 -0.7238
H 1.4136 0.4710 -1.4327
H 2.4427 1.8911 -1.0374
H 3.1057 0.4904 -1.7644
H 0.6288 1.7911 0.2755
H 0.0904 1.5031 1.9155
H -1.8291 1.6038 -0.8141
C 5.0353 -4.3805 4.1198
C 4.3296 -5.4940 4.2945
C 2.8929 -5.5616 3.9241
O 2.2526 -6.5786 4.0865
C 2.2762 -4.3412 3.3515
C 2.9807 -3.2248 3.1763
C 4.4158 -3.1602 3.5463
O 5.0656 -2.1459 3.3842
H 6.0834 -4.3110 4.3831
H 4.7622 -6.3953 4.7102
H 1.2282 -4.4095 3.0874
H 2.5469 -2.3212 2.7595
C -7.4643 -0.6945 -2.1903
C -7.8710 -1.8928 -1.7807
C -6.9274 -3.0370 -1.6909
O -7.2989 -4.1276 -1.3178
C -5.5145 -2.7910 -2.0736
C -5.1097 -1.5920 -2.4868
C -6.0527 -0.4552 -2.5745
O -5.6671 0.6359 -2.9448
H -8.1355 0.1522 -2.2622
H -8.8963 -2.0909 -1.4954
H -4.8412 -3.6354 -1.9972
H -4.0870 -1.3913 -2.7629
C 6.7218 0.8841 0.9906
C 7.4955 1.9443 1.2101
C 8.2301 2.6039 0.1028
O 8.9367 3.5681 0.3007
C 8.0680 2.0374 -1.2604
C 7.2942 0.9780 -1.4798
C 6.5622 0.3214 -0.3707
O 5.8512 -0.6450 -0.5624
H 6.1773 0.3858 1.7847
H 7.6259 2.3718 2.1958
H 8.6119 2.5328 -2.0546
H 7.1632 0.5491 -2.4654
C -6.9163 3.6659 -1.8403
C -5.6091 3.4912 -1.6740
C -4.7441 4.5869 -1.1768
O -3.5498 4.4260 -1.0255
C -5.3899 5.8866 -0.8696
C -6.6981 6.0618 -1.0357
C -7.5651 4.9637 -1.5338
O -8.7573 5.1236 -1.6829
H -7.5619 2.8775 -2.2044
H -5.1200 2.5526 -1.8944
H -4.7407 6.6734 -0.5068
H -7.1893 7.0016 -0.8181

6
Properties=species:S:1:pos:R:3 method="wB97M-V/def2-TZVPD" homo_ha=-0.0983 relative_energy_kcal_mol=10.0 multiplicity=1 charge=-1
O 1.8438 0.3578 1.3120
H 1.2076 0.8315 1.8060
S -0.0242 -0.8453 -0.9209
S -1.9160 -0.3593 -1.9565
H 1.4012 -0.2549 0.6639
H -2.5125 0.2702 -0.9045

13
Properties=species:S:1:pos:R:3 method="wB97M-V/def2-TZVPD" homo_ha=-0.3969 relative_energy_kcal_mol=30.0 multiplicity=1 smiles=N#CCCCO
O 0.6686 1.9330 1.2008
C -0.0997 0.7386 1.1098
C -0.3964 0.4432 -0.3703
C 0.3334 -0.7488 -1.0116
C -0.1521 -2.0798 -0.6204
N -0.5150 -3.1436 -0.3451
H 0.0730 2.6870 1.0972
H -1.0235 0.8221 1.6988
H 0.5156 -0.0405 1.5709
H 0.0064 1.3484 -0.8321
H -1.4689 0.3839 -0.5900
H 1.4034 -0.7021 -0.7806
H 0.2418 -0.6842 -2.1023

no.,E_tot (eV),largest force on an atom (eV/Å)
1,-76274.451,0.59
2,-59643.439,3.07
3,-23767.827,2.33
4,-7798.345,1.17